{
  "formula": "C36H40BaN4S2Sb",
  "method": "ωB97M-V/def2-TZVPD",
  "gap_ev": [6.00, 5.91],
  "total_charge": -1,
  "e_lumo_ev": [2.060, 2.060],
  "homo_energy_ha": [-0.1447, -0.1417],
  "de_lowest_kcal_mol": 22.13,
  "symbols": ["C", "H", "H", "C", "H", "H", "H", "Ba", "H", "C", "H", "C", "H", "C", "H", "H", "H", "C", "C", "C", "H", "C", "H", "C", "C", "H", "C", "H", "H", "H", "N", "C", "H", "H", "H", "C", "H", "C", "H", "C", "C", "C", "H", "H", "H", "C", "H", "H", "C", "H", "N", "H", "C", "C", "C", "H", "H", "Sb", "H", "H", "C", "C", "C", "C", "C", "C", "H", "C", "S", "C", "C", "H", "N", "S", "C", "C", "H", "C", "H", "H", "N", "C", "H", "H"],
  "positions_angstrom": [[16.79700, 11.42464, 15.42116], [8.55059, 7.51460, 15.46550], [16.99515, 10.24808, 12.16835], [7.79843, 10.67174, 14.44653], [9.43948, 5.08097, 9.56981], [8.77285, 11.74019, 12.88350], [11.27744, 10.76052, 5.71509], [13.84928, 11.98181, 13.19339], [14.96719, 14.33423, 11.59687], [17.82304, 15.52473, 10.46693], [17.07940, 11.00700, 9.27478], [11.42620, 14.65582, 12.05964], [19.41943, 13.70702, 13.70833], [17.92354, 10.86794, 14.85096], [15.05688, 15.15140, 14.66699], [19.43775, 14.14275, 10.03234], [19.28562, 12.06768, 9.77699], [9.36506, 8.38690, 10.39641], [18.68924, 14.32430, 10.80762], [7.69479, 9.46857, 15.13896], [10.20847, 7.75278, 13.61524], [15.85199, 13.51515, 17.59634], [17.00266, 15.90403, 12.42063], [15.27124, 14.98257, 15.72405], [16.60984, 13.11504, 11.34057], [16.11530, 15.61485, 16.08406], [9.97962, 12.13777, 9.02639], [6.15552, 7.78265, 9.33791], [13.58464, 12.69919, 16.76729], [19.16895, 11.57194, 11.45858], [10.34776, 14.64145, 11.61748], [10.65594, 10.91610, 9.03328], [19.22366, 14.45259, 11.74306], [15.71197, 10.05616, 10.95449], [9.27327, 13.81426, 7.86302], [14.18407, 12.67024, 15.85528], [15.91678, 12.51418, 18.00143], [9.53846, 8.58915, 13.86461], [18.06711, 9.79431, 14.91199], [8.00668, 8.60443, 10.04671], [17.56266, 13.59295, 14.73200], [8.60261, 8.44117, 14.90044], [7.54506, 9.56540, 10.20050], [7.12339, 5.51967, 8.99108], [18.42766, 16.44161, 10.52159], [9.78625, 12.86813, 7.84931], [17.42108, 14.64575, 14.74653], [9.62163, 12.56699, 9.96988], [7.73035, 6.33010, 9.35715], [11.77488, 9.52173, 7.75237], [15.95940, 12.02186, 11.61015], [19.73959, 11.20335, 13.78784], [10.22625, 12.33743, 6.64347], [9.57153, 9.74820, 13.08000], [18.87679, 11.67094, 14.22623], [6.91149, 9.35186, 15.87986], [18.13235, 9.84652, 10.11741], [10.71509, 10.01399, 11.11267], [16.06549, 10.79618, 15.91965], [17.42001, 15.35049, 9.46375], [7.19726, 7.57338, 9.55748], [8.73501, 10.81397, 13.42982], [17.58828, 10.79612, 10.22047], [16.60529, 12.80750, 15.38562], [11.14701, 10.42503, 7.81550], [9.84797, 7.09204, 10.23558], [14.41426, 15.34681, 16.29109], [15.46614, 13.49174, 16.11222], [12.92459, 8.91594, 11.56294], [10.92429, 11.14278, 6.64822], [18.69047, 13.04484, 14.17597], [10.04029, 12.88958, 5.72918], [15.96809, 14.31790, 11.44137], [12.94493, 14.82106, 12.70217], [16.65256, 15.58465, 11.41335], [18.57116, 11.88968, 10.57250], [10.87279, 6.88470, 10.50184], [9.05949, 6.08064, 9.71976], [7.10768, 11.47664, 14.69298], [16.84620, 13.94631, 17.75930], [17.88585, 13.13134, 10.86242], [16.52528, 10.71172, 11.28417], [15.13517, 14.05503, 18.22067], [15.94952, 16.33059, 11.06178]]
}

{
  "formula": "C4H8N2S",
  "method": "ωB97M-V/def2-TZVPD",
  "gap_ev": 9.27,
  "smiles": "C=CN(C)/C=N\\S",
  "e_lumo_ev": 0.749,
  "homo_energy_ha": -0.3131,
  "de_lowest_kcal_mol": 81.52,
  "symbols": ["N", "H", "S", "N", "H", "H", "H", "C", "H", "H", "H", "C", "C", "C", "H"],
  "positions_angstrom": [[-1.45014, -1.00065, 0.39811], [0.88034, 2.10210, -0.07018], [-2.29621, 0.35707, -0.33325], [0.64615, -0.03406, -0.13494], [1.91896, -1.52744, -0.77809], [-0.23735, 1.34686, 1.35764], [-1.33465, 0.65894, -1.43698], [1.87306, -0.52506, -0.33635], [3.93333, -0.50554, -0.39752], [0.34947, -1.81879, 0.95902], [1.63986, 1.06631, 1.29579], [-0.19020, -1.01514, 0.45053], [0.62676, 1.23764, 0.68599], [3.02401, 0.12661, -0.34026], [3.21546, 1.26305, -0.19935]]
}

{
  "formula": "C2H8NO",
  "method": "ωB97M-V/def2-TZVPD",
  "gap_ev": 7.17,
  "total_charge": -1,
  "e_lumo_ev": 4.464,
  "homo_energy_ha": -0.0995,
  "de_lowest_kcal_mol": 33.68,
  "symbols": ["H", "C", "H", "H", "H", "O", "H", "C", "H", "N", "H", "H"],
  "positions_angstrom": [[-0.51763, 0.91534, 0.24285], [-0.10801, -0.63086, -1.21511], [1.95325, 0.35661, 0.40517], [-2.25771, 1.32959, 1.09757], [0.60354, -1.35652, -1.38049], [-1.55670, 1.85296, 0.63842], [-1.13306, -1.13126, -1.51344], [1.11031, -0.23052, 0.79141], [0.87704, 0.16562, 1.94006], [-0.16282, -0.11487, 0.10924], [-0.14528, 0.16276, -2.03884], [1.33709, -1.31884, 0.92316]]
}

{
  "formula": "C7H11NO3S",
  "method": "ωB97M-V/def2-TZVPD",
  "gap_ev": 10.97,
  "smiles": "CC(C)=CS(=O)(=O)CCN=C=O",
  "e_lumo_ev": 0.553,
  "homo_energy_ha": -0.3830,
  "de_lowest_kcal_mol": 45.70,
  "symbols": ["O", "H", "C", "C", "C", "O", "H", "C", "S", "O", "H", "H", "C", "H", "C", "H", "H", "H", "N", "H", "C", "H", "H"],
  "positions_angstrom": [[-2.01215, 0.43153, 1.27052], [1.31941, 1.95616, 1.87564], [-0.98225, -2.25320, 0.53298], [1.90012, 2.02234, -0.72319], [-0.38553, 1.09952, -0.76942], [2.36840, -1.65671, -0.75168], [-0.08202, 0.86820, 1.84648], [0.87003, 1.09734, 1.38119], [-1.87397, 0.31967, -0.16017], [-2.95274, 0.81091, -0.97365], [-2.77901, -1.79700, -0.57937], [-0.49266, 1.31504, -1.81858], [0.70936, 1.38412, -0.07522], [-1.11317, -1.73309, 1.49033], [1.34688, -1.94611, -0.28516], [-1.38410, -3.26566, 0.63727], [-1.29257, -1.57736, -1.52407], [1.54702, 0.25281, 1.51484], [0.40346, -2.40686, 0.26840], [1.99803, 3.05307, -0.37913], [-1.73893, -1.48228, -0.53801], [2.80196, 1.48583, -0.43064], [1.82441, 2.02175, -1.80934]]
}

{
  "formula": "C3H3NOS2",
  "method": "ωB97M-V/def2-TZVPD",
  "gap_ev": 8.06,
  "smiles": "O=CNC(=S)C=S",
  "e_lumo_ev": -0.911,
  "homo_energy_ha": -0.3295,
  "de_lowest_kcal_mol": 62.98,
  "symbols": ["H", "C", "S", "C", "C", "S", "H", "H", "O", "N"],
  "positions_angstrom": [[0.67207, -0.20787, 1.84892], [0.14841, 2.07481, -0.05747], [-2.08774, -0.88765, -0.00356], [-0.57442, -0.09418, 0.07461], [0.69006, -0.51065, 0.64097], [1.78278, -1.35494, -0.23022], [-1.68136, 1.40758, -0.54579], [-0.30299, 3.14048, 0.17302], [1.27899, 1.84000, 0.03848], [-0.80349, 1.14305, -0.28460]]
}

{
  "formula": "C18H21NO3P",
  "method": "ωB97M-V/def2-TZVPD",
  "gap_ev": 6.09,
  "total_charge": -1,
  "e_lumo_ev": 2.445,
  "homo_energy_ha": -0.1341,
  "symbols": ["C", "H", "H", "H", "C", "H", "C", "C", "C", "O", "C", "H", "H", "H", "C", "H", "O", "H", "C", "N", "H", "H", "O", "H", "C", "H", "C", "C", "H", "C", "H", "C", "C", "C", "H", "C", "P", "C", "C", "H", "H", "H", "H", "H"],
  "positions_angstrom": [[-1.43868, 0.43900, -4.55368], [-1.55622, -1.88889, -2.09488], [3.38648, -5.30389, 8.54443], [0.94371, -0.74741, 2.37563], [2.43084, -3.60251, 5.20520], [-0.04885, 2.07225, -4.63730], [-1.16225, 6.32604, -3.31116], [-2.85774, 5.24040, -5.22138], [-2.61271, 6.60669, -5.20791], [0.87867, -1.12456, 1.48843], [-1.76706, 7.14974, -4.25071], [2.16552, -3.13532, 4.26024], [-1.57907, 8.21600, -4.23682], [4.77352, -3.46233, 7.65207], [1.99451, -5.24577, 6.91088], [-0.67856, -3.57680, 3.72844], [-0.82835, -2.95605, 3.01633], [4.15928, -2.37687, 5.51639], [-1.23070, -1.01911, -2.65215], [1.41408, -2.52446, 1.64177], [1.06719, 1.46052, -2.51748], [-1.93080, 0.70870, -5.48080], [-0.83492, -3.15627, 0.50192], [0.78300, -4.97115, 5.16211], [3.11764, -4.82550, 7.61029], [1.38467, -6.05173, 7.30078], [1.65434, -4.63613, 5.71074], [-1.40480, 4.95958, -3.32674], [-0.93346, 4.31382, -2.59669], [3.89652, -3.79224, 7.10805], [-2.68823, -1.27038, -4.20511], [-0.17591, -0.25147, -2.17523], [-1.86316, -0.67260, -3.83824], [-0.38220, 1.20497, -4.07969], [-0.56316, -2.29638, 0.15732], [3.55212, -3.18304, 5.90848], [0.17199, -3.55231, 1.76590], [0.24599, 0.86112, -2.88996], [-2.25464, 4.41771, -4.28024], [-3.08085, 7.24856, -5.94370], [-0.50130, 6.74918, -2.56549], [-2.44445, 3.35192, -4.28641], [0.31731, -0.51914, -1.24761], [-3.51933, 4.81612, -5.96604]]
}

{
  "formula": "C5H3ClF4O",
  "method": "ωB97M-V/def2-TZVPD",
  "gap_ev": 10.44,
  "e_lumo_ev": 0.421,
  "homo_energy_ha": -0.3681,
  "de_lowest_kcal_mol": 28.58,
  "symbols": ["C", "F", "F", "H", "C", "H", "Cl", "C", "H", "F", "C", "O", "C", "F"],
  "positions_angstrom": [[-1.57563, -0.14612, 0.32348], [-2.03943, -1.02372, 1.25411], [0.10817, 2.36851, 0.04411], [0.43858, 0.98489, -1.58714], [0.67923, 1.26487, -0.43796], [0.20055, 0.93281, 2.15589], [-1.90819, -0.72692, -1.27523], [0.39224, 0.06586, 0.41216], [1.33600, -3.09962, -1.38756], [-2.17050, 1.00135, 0.58883], [0.82874, -1.20180, -0.26754], [0.68800, 0.15996, 1.68259], [1.04632, -2.11295, -0.98852], [1.97591, 1.53287, -0.51723]]
}

{
  "formula": "C15H14N4OS",
  "method": "ωB97M-V/def2-TZVPD",
  "gap_ev": 8.49,
  "smiles": "CC(=O)Nc1nc(SCc2cccc3ccccc23)n[nH]1",
  "e_lumo_ev": 0.463,
  "homo_energy_ha": -0.2949,
  "de_lowest_kcal_mol": 0.00,
  "symbols": ["H", "H", "H", "C", "C", "S", "O", "C", "H", "C", "N", "H", "C", "C", "C", "H", "C", "N", "C", "C", "H", "H", "H", "H", "N", "C", "H", "H", "C", "H", "C", "C", "C", "H", "N"],
  "positions_angstrom": [[1.41411, 2.54981, -0.43609], [-2.16476, -1.76075, -3.15817], [-3.28349, 2.42215, 0.04031], [1.66039, -0.32771, -2.20122], [0.36185, -1.20755, 1.39184], [-1.77167, -2.98669, -1.15200], [0.71027, 0.82032, 3.27125], [0.33984, -0.67450, -2.26745], [-3.97633, 0.30212, -0.97917], [-0.24919, 1.31776, -1.00364], [1.55178, -0.80355, 1.94389], [3.12250, 1.34290, 3.92607], [1.67294, 0.23247, 2.83381], [-1.21961, 2.14155, -0.39598], [-0.65287, 0.12304, -1.65883], [2.36701, -1.25612, 1.55649], [2.05893, 0.83564, -1.52797], [-1.77939, -1.31557, 0.96515], [-2.48373, -1.56689, -2.13447], [-2.02766, -0.24430, -1.62520], [3.10839, 1.08984, -1.47713], [3.57982, -0.34314, 3.61596], [2.40672, -0.95553, -2.66480], [-0.89527, 3.04533, 0.09961], [0.25256, -2.08308, 0.41870], [1.12191, 1.64442, -0.95003], [3.65071, 0.84433, 2.30808], [-3.56629, -1.65798, -2.06693], [-2.93577, 0.58818, -1.01908], [-1.06234, -0.02602, 2.42988], [-2.53907, 1.79251, -0.42364], [3.10145, 0.53900, 3.19628], [-1.08018, -2.10294, 0.17830], [0.05785, -1.58167, -2.77741], [-0.85139, -0.73739, 1.74361]]
}